(1)
{"formula": "C5H16N5", "method": "ωB97M-V/def2-TZVPD", "max_force_ev_per_a": 4.61, "e_above_lowest_kj_mol": 196.0, "total_charge": 1, "gap_ev": 8.93, "lumo_ha": -0.1083, "elements": ["C", "C", "C", "C", "C", "N", "N", "N", "N", "N", "H", "H", "H", "H", "H", "H", "H", "H", "H", "H", "H", "H", "H", "H", "H", "H"], "coordinates": [[0.475, 0.670, 0.324], [2.303, 1.124, 2.150], [0.877, 0.527, 1.741], [-0.785, -0.171, 0.073], [-2.662, -0.227, -2.473], [0.983, -0.934, 2.022], [-0.700, -1.431, 0.346], [-2.205, -1.009, -3.441], [-3.770, 0.287, -2.918], [3.180, 1.006, 1.002], [0.487, 1.721, 0.106], [1.307, 0.228, -0.234], [2.174, 2.240, 2.475], [2.553, 0.599, 3.021], [0.225, 0.829, 2.502], [-1.533, 0.083, -0.761], [1.879, -1.144, 1.567], [1.112, -1.274, 2.954], [0.177, -1.515, 1.334], [-1.397, -2.107, 0.062], [-2.639, -1.111, -4.313], [-1.226, -1.220, -3.406], [-4.051, 0.154, -3.835], [-4.248, 1.000, -2.347], [3.976, 1.546, 1.371], [3.507, 0.129, 0.677]], "lowdin_charge": [-0.11, -0.21, -0.32, -0.08, -0.26, 0.10, 0.10, 0.05, 0.06, 0.01, 0.13, 0.12, 0.16, 0.08, 0.13, 0.06, 0.14, 0.14, 0.08, 0.11, 0.08, 0.08, 0.07, 0.12, 0.10, 0.06]}

(2)
{"formula": "C5H16NO", "method": "ωB97M-V/def2-TZVPD", "spin_multiplicity": 2, "max_force_ev_per_a": 2.05, "e_above_lowest_kj_mol": 125.6, "gap_ev": [3.84, 12.51], "lumo_ha": [0.0297, 0.0220], "elements": ["C", "C", "C", "C", "C", "N", "H", "H", "H", "H", "H", "H", "H", "H", "H", "H", "H", "H", "H", "H", "H", "H", "O"], "coordinates": [[0.974, -0.444, -1.588], [0.626, 0.632, -0.554], [0.583, 0.213, 0.939], [1.747, 0.855, 1.693], [0.682, -1.301, 1.151], [-0.781, 1.140, -0.951], [2.036, -0.690, -1.501], [0.383, -1.311, -1.315], [0.828, -0.110, -2.609], [1.173, 1.570, -0.682], [-0.380, 0.519, 1.351], [1.642, 0.585, 2.744], [2.685, 0.678, 1.172], [1.703, 1.950, 1.741], [0.544, -1.484, 2.212], [-0.054, -1.873, 0.582], [1.633, -1.683, 0.776], [-1.415, 0.327, -0.842], [-1.093, 1.949, -0.379], [-0.998, 1.383, -1.957], [-3.482, -1.243, -1.209], [-3.677, -0.908, 0.188], [-2.971, -0.922, -0.460]], "mulliken_spin": [-0.09, 0.71, 0.41, -0.06, 0.06, 1.29, -0.01, 0.06, -0.25, 0.18, -0.01, -0.01, -0.01, -0.05, -0.01, -0.03, -0.02, 0.05, -0.53, -0.81, -0.01, -0.04, 0.20]}

(3)
{"formula": "C5H16NO", "method": "ωB97M-V/def2-TZVPD", "max_force_ev_per_a": 2.30, "e_above_lowest_kj_mol": 43.3, "total_charge": 1, "gap_ev": 12.31, "lumo_ha": -0.1131, "elements": ["C", "C", "C", "C", "C", "N", "H", "H", "H", "H", "H", "H", "H", "H", "H", "H", "H", "H", "H", "H", "H", "H", "O"], "coordinates": [[1.457, 0.503, 0.677], [0.225, 0.911, -0.119], [-0.210, -0.028, -1.267], [0.564, 0.402, -2.499], [-0.023, -1.517, -0.923], [-0.944, 0.876, 0.949], [2.352, 0.576, 0.053], [1.402, -0.550, 0.950], [1.639, 1.126, 1.548], [0.315, 1.979, -0.308], [-1.289, 0.136, -1.395], [1.518, -0.118, -2.551], [0.646, 1.490, -2.600], [0.082, 0.238, -3.469], [-0.512, -2.079, -1.710], [-0.450, -1.739, 0.046], [1.038, -1.742, -0.803], [-1.023, -0.020, 1.472], [-1.787, 0.924, 0.381], [-0.859, 1.723, 1.520], [-0.705, -0.837, 3.681], [-2.078, -1.385, 3.383], [-1.357, -0.869, 2.981]], "lowdin_charge": [-0.04, -0.27, -0.39, -0.06, -0.04, 0.20, 0.10, 0.08, 0.09, 0.15, 0.13, 0.09, 0.09, 0.09, 0.10, 0.07, 0.09, 0.09, 0.15, 0.17, 0.07, 0.09, -0.04]}

(4)
{"formula": "C5H16NO2", "method": "ωB97M-V/def2-TZVPD", "max_force_ev_per_a": 3.64, "e_above_lowest_kj_mol": 231.8, "total_charge": 1, "gap_ev": 11.06, "lumo_ha": -0.1216, "elements": ["C", "C", "C", "C", "C", "O", "N", "H", "H", "H", "H", "H", "H", "H", "H", "H", "H", "H", "H", "H", "H", "H", "H", "O"], "coordinates": [[-2.298, 0.248, -0.637], [-1.130, -0.143, 0.348], [-0.074, -0.803, -0.626], [1.253, -0.948, 0.103], [1.250, -1.425, 1.556], [0.833, -0.446, 2.489], [-0.464, 1.135, 0.829], [-2.095, 1.234, -1.127], [-3.346, 0.007, -0.213], [-2.274, -0.514, -1.402], [-1.409, -0.843, 1.149], [0.046, -0.232, -1.530], [-0.407, -1.795, -0.970], [1.882, -0.185, -0.327], [1.723, -1.898, -0.233], [0.712, -2.335, 1.649], [2.327, -1.799, 1.877], [0.379, -0.787, 3.341], [-0.533, 1.183, 1.852], [-0.867, 1.932, 0.360], [0.455, 1.176, 0.381], [1.018, 2.097, -2.308], [1.768, 2.359, -3.619], [1.250, 2.783, -2.939]], "lowdin_charge": [-0.04, -0.28, -0.17, -0.19, -0.26, -0.12, 0.21, 0.10, 0.12, 0.07, 0.15, 0.11, 0.14, 0.11, 0.13, 0.11, 0.16, 0.16, 0.17, 0.15, 0.15, 0.00, 0.04, -0.04]}